Record 1
Below is a cluster of 3 separate species, C5H12O2 in total at a distorted geometry, with properties calculated with ωB97M-V/def2-TZVPD.

Last column: natural (NBO) charge in e.
Atoms and positions in Å:
C: -0.6359 1.7311 0.4548  -0.160
C: -0.7198 1.1849 1.7680  -0.434
C: 0.4766 1.3807 -0.4888  -0.498
C: -0.0636 0.7366 -1.8163  -0.155
C: -1.4550 0.9188 -2.1278  -0.415
H: -1.5226 2.2694 0.0916  0.197
H: -1.7670 1.1696 2.3341  0.226
H: 0.2488 0.9150 2.1826  0.195
H: 0.9481 0.4822 0.0083  0.201
H: 1.3383 2.1291 -0.6552  0.228
H: 0.6951 0.1412 -2.2090  0.191
H: -2.0910 0.0865 -2.5342  0.221
H: -1.9024 1.9052 -1.8250  0.200
H: 1.5870 -2.6839 2.3913  0.456
H: 0.5179 -1.7327 2.2772  0.461
O: 0.8428 -2.3111 2.9296  -0.916
H: 1.3083 -3.4487 -0.5694  0.464
H: 1.2982 -1.9996 -1.0075  0.462
O: 0.8963 -2.8742 -1.2044  -0.925

Output
total charge = 0
relative energy (zero: lowest compared OMol25 entry of this formula, charge and spin) = 102.0 kcal/mol
multiplicity = 1
HOMO energy = -9.08 eV
calculated total energy = -9470.7138 eV
SMILES = C=CCC=C.O.O
E_LUMO = 0.0088 Ha
maximum force = 5.9 eV/Å



Record 2
Below is the molecule C5H12O2, with properties calculated with ωB97M-V/def2-TZVPD.

Last column: natural (NBO) charge in e.
Atoms and positions in Å:
C: 0.4762 -1.3171 2.3869  -0.606
C: 0.8666 -0.4801 1.1724  -0.425
C: 0.0177 -0.7893 -0.0713  0.018
O: -1.3722 -0.6787 0.2407  -0.723
C: 0.3547 0.0209 -1.2934  -0.219
C: -0.9779 1.2651 -2.2659  -0.269
O: -0.0438 1.5218 -0.8616  -0.672
H: -0.5721 -1.1488 2.6483  0.216
H: 0.5928 -2.3868 2.1740  0.201
H: 1.0967 -1.0785 3.2573  0.203
H: 0.7702 0.5907 1.4057  0.189
H: 1.9228 -0.6507 0.9225  0.199
H: 0.1729 -1.8429 -0.3458  0.189
H: -1.5078 0.2533 0.4603  0.458
H: 1.4439 0.0652 -1.4298  0.146
H: -1.3230 2.3117 -2.2630  0.148
H: -0.5296 1.0226 -3.2273  0.217
H: -1.7918 0.5867 -2.0303  0.237
H: 0.6858 2.1309 -1.0684  0.493

Output
total charge = 0
relative energy (zero: lowest compared OMol25 entry of this formula, charge and spin) = 142.1 kcal/mol
multiplicity = 1
HOMO energy = -6.97 eV
calculated total energy = -9468.9744 eV
E_LUMO = 0.0188 Ha
maximum force = 0.6 eV/Å



Repeat the second record exactly.
Below is the molecule C5H12O2, with properties calculated with ωB97M-V/def2-TZVPD.

Last column: natural (NBO) charge in e.
Atoms and positions in Å:
C: 0.4762 -1.3171 2.3869  -0.606
C: 0.8666 -0.4801 1.1724  -0.425
C: 0.0177 -0.7893 -0.0713  0.018
O: -1.3722 -0.6787 0.2407  -0.723
C: 0.3547 0.0209 -1.2934  -0.219
C: -0.9779 1.2651 -2.2659  -0.269
O: -0.0438 1.5218 -0.8616  -0.672
H: -0.5721 -1.1488 2.6483  0.216
H: 0.5928 -2.3868 2.1740  0.201
H: 1.0967 -1.0785 3.2573  0.203
H: 0.7702 0.5907 1.4057  0.189
H: 1.9228 -0.6507 0.9225  0.199
H: 0.1729 -1.8429 -0.3458  0.189
H: -1.5078 0.2533 0.4603  0.458
H: 1.4439 0.0652 -1.4298  0.146
H: -1.3230 2.3117 -2.2630  0.148
H: -0.5296 1.0226 -3.2273  0.217
H: -1.7918 0.5867 -2.0303  0.237
H: 0.6858 2.1309 -1.0684  0.493

Output
total charge = 0
relative energy (zero: lowest compared OMol25 entry of this formula, charge and spin) = 142.1 kcal/mol
multiplicity = 1
HOMO energy = -6.97 eV
calculated total energy = -9468.9744 eV
E_LUMO = 0.0188 Ha
maximum force = 0.6 eV/Å